DFT (wB97M-V/def2-TZVPD) results for a 2-piece molecular cluster, C2H4N2S2 overall at a distorted geometry.

Calculated values
HOMO (spin up / spin down): -8.8 / -8.4 eV
Frontier orbital gap (spin up / spin down): 7.430 / 6.488 eV
E_tot: -26784.9146 eV
Energy relative to the best compared isomer or geometry (same formula, charge and spin): 117.6 kcal/mol

Structure (ORCA input):
```
! wB97M-V def2-TZVPD RIJCOSX def2/J DEFGRID3
* xyz 0 1
C 1.98992 2.09470 -1.99540
C -1.23750 -0.14021 1.10401
N 3.01493 2.29381 0.13496
N 2.50787 1.91802 -0.91842
S 1.33143 1.91624 -3.41031
S 0.30288 0.29009 0.22890
H -1.25484 -0.09280 2.21708
H -1.66435 -0.89607 0.55589
H -1.87591 0.74380 0.80484
H 3.48145 1.47363 0.63861
*
```

Results of the natural (NBO) charge analysis, in e, for atoms 1 through 6:
1. C 0.119
2. C -0.789
3. N -0.328
4. N -0.191
5. S 0.070
6. S 0.080

---

DFT (wB97M-V/def2-TZVPD) results for a 13-piece molecular cluster, BF4H24O12 overall at a distorted geometry.

Calculated values
HOMO: -7.6 eV
Frontier orbital gap: 9.632 eV
E_tot: -36515.7969 eV
Energy relative to the best compared isomer or geometry (same formula, charge and spin): 34.4 kcal/mol

Structure (ORCA input):
```
! wB97M-V def2-TZVPD RIJCOSX def2/J DEFGRID3
* xyz -1 1
B -0.22229 0.21006 0.12377
F -1.27531 0.66360 0.95915
F -0.36555 0.64560 -1.19854
F 0.96411 0.68642 0.56334
F -0.15193 -1.20104 0.10007
O 1.62051 -2.72151 -1.11204
H 1.34685 -3.63163 -1.22617
H 0.80124 -2.23199 -1.03852
O -1.50395 -0.18618 3.76341
H -1.75209 -0.95610 3.25166
H -0.54762 -0.21515 3.79216
O -2.21057 -1.87267 1.61324
H -1.63486 -1.61394 0.89362
H -2.80452 -1.13028 1.72420
O 1.66352 0.76335 3.27908
H 1.38423 0.37537 2.44981
H 1.84021 1.68005 3.06770
O -2.65532 -1.77143 -1.55745
H -3.03414 -1.84676 -0.68163
H -2.07266 -2.52712 -1.63271
O -2.45334 2.07554 -0.90510
H -1.57064 1.72703 -1.03008
H -2.58255 2.06729 0.04331
O -1.77877 2.92025 2.36221
H -1.26938 2.11918 2.23952
H -1.83115 3.02826 3.31185
O 1.91703 -1.75398 1.66825
H 1.99101 -2.57218 1.17704
H 1.54916 -1.13051 1.04201
O 1.56778 1.27277 -3.84054
H 0.73011 0.85688 -3.63667
H 2.02152 0.63893 -4.39604
O 1.92871 2.76596 -0.53987
H 1.33443 2.14271 -0.12199
H 2.01482 2.44949 -1.43912
O -0.75774 -0.03832 -3.57202
H -0.92955 -0.24753 -2.65390
H -0.59031 -0.88595 -3.98403
O 3.44401 -0.04692 -1.09273
H 2.81163 0.40674 -0.53548
H 3.06338 -0.91427 -1.23078
*
```

Results of the natural (NBO) charge analysis, in e, for atoms 1 through 6:
1. B 1.342
2. F -0.561
3. F -0.554
4. F -0.554
5. F -0.574
6. O -0.966